Record 1
Formula: C33H66ClF9N3O6PS
Source: OMol25
Level of theory: the ωB97M-V functional and the def2-TZVPD basis

```
120
Properties=species:S:1:pos:R:3:forces:R:3
C -0.070501 0.563521 2.481240 -0.004 -0.069 1.449
C 1.414815 0.097608 1.996608 0.808 2.588 0.780
N 1.578577 -1.203388 1.338950 -2.035 0.015 -0.270
C 1.117613 -2.449068 1.975365 0.537 -1.121 1.058
C 1.886610 -2.501906 3.394684 2.133 -0.240 1.285
N 1.208830 -1.745622 4.557222 1.121 -0.916 0.067
O -0.300587 -2.620627 2.435583 -0.151 -1.324 1.520
C -0.371932 -4.016331 2.885656 0.250 -1.086 2.777
O -0.668413 -4.481111 4.088940 1.527 3.357 -7.651
C 0.066223 -4.805018 1.465463 -3.196 1.049 0.769
C -1.480513 -4.858080 0.821124 -0.846 0.631 0.751
C -1.663995 -5.781557 -0.497423 -0.730 0.629 -1.228
C -2.521815 -7.170063 -0.293659 1.367 -0.679 -1.048
Cl -4.359130 -6.882328 -0.077943 1.819 -0.098 -0.101
P 0.388503 -6.588840 1.919337 2.454 -1.319 1.333
C 0.758158 -7.806188 0.523807 0.294 -0.802 -1.763
C -0.887665 -7.441370 3.020989 -1.729 -0.235 1.826
C 1.164102 -3.734638 0.887639 2.054 2.098 -0.164
C 0.961185 -3.121787 -0.648656 0.336 -1.108 -0.898
C -0.376573 -2.466208 -1.163706 -1.880 0.463 -1.706
C -1.125241 -1.257827 -0.381845 -0.025 1.411 -0.919
C -2.244999 -0.566635 -1.412521 0.895 0.402 0.092
C -3.790294 -1.030649 -1.165801 0.598 -2.125 -2.840
F -3.950436 -2.287789 -0.359914 0.316 4.219 -2.018
F -4.267605 -1.463679 -2.540520 0.947 1.231 3.779
C -4.833154 0.166769 -0.760079 -2.622 0.167 -4.482
F -6.170567 -0.253040 -1.325907 4.299 1.396 2.066
F -4.542443 1.481857 -1.422362 -0.693 -4.850 1.860
S -5.092420 0.496347 1.043041 -1.841 3.181 4.473
F -4.347734 2.060733 0.853065 -1.324 -3.177 0.774
F -3.571795 -0.089392 1.539361 -3.078 0.603 -1.342
F -5.921269 -0.967854 1.351494 2.277 2.926 -0.972
F -6.619295 1.257884 0.665239 3.212 -1.652 0.775
F -5.387023 0.932928 2.682484 0.686 -1.076 -3.332
C 2.763959 -4.005359 0.804108 2.093 -0.859 -1.082
C 3.467619 -5.354158 1.329667 1.391 -1.697 0.109
C 3.718727 -5.553659 2.924414 3.892 3.980 3.695
N 3.102905 -6.579751 3.847105 0.379 2.377 -0.041
O 4.634125 -4.723422 3.500112 -4.961 -4.757 -3.603
H -0.248652 1.682181 2.186853 0.256 -2.198 0.371
H -0.960169 -0.114199 2.144938 1.870 1.339 0.422
H -0.064093 0.519804 3.674688 -0.124 0.042 -2.678
H 2.131412 0.229977 2.943057 -1.490 -0.396 -1.821
H 1.791432 0.944077 1.240992 -0.733 -2.070 1.375
H 2.449487 -1.244132 0.783313 -1.104 -0.487 0.733
H 2.151497 -3.536757 3.847812 -0.449 1.225 -1.493
H 2.926099 -1.930794 3.250328 -2.203 -1.442 0.257
H 1.944445 -1.803147 5.324723 -1.277 0.217 -1.255
H 0.402549 -2.279747 4.938393 0.707 0.289 -0.663
H -1.934848 -3.756959 0.734058 1.027 -2.484 -0.227
H -2.138788 -5.357952 1.683943 1.445 1.050 -1.846
H -2.291385 -5.141372 -1.287305 1.275 -1.455 1.697
H -0.639719 -6.009268 -1.067555 -2.226 0.337 1.510
H -2.158131 -7.853783 0.580855 -0.825 1.629 -1.480
H -2.385942 -7.814467 -1.289138 -0.520 1.498 2.190
H 1.681057 -8.503998 0.798219 -1.953 1.661 -0.294
H 1.075972 -7.204723 -0.437470 -0.596 -1.255 1.794
H -0.117838 -8.536554 0.225993 1.609 1.566 0.532
H -1.840223 -6.782409 3.306578 2.084 -1.393 -0.756
H -1.285607 -8.483630 2.651082 0.888 2.064 0.322
H -0.357341 -7.658501 4.068399 -1.063 0.546 -2.381
H 1.847145 -2.383142 -0.966377 -1.935 -1.679 1.233
H 1.165033 -4.082997 -1.335569 -0.556 2.006 1.356
H -1.242021 -3.241213 -1.447057 2.068 1.368 0.823
H -0.117609 -1.996095 -2.237997 -0.371 -1.016 2.327
H -0.343941 -0.370029 -0.214527 -1.790 -2.212 0.058
H -1.717174 -1.537562 0.580171 1.591 0.366 -1.621
H -2.138124 0.619398 -1.325562 -0.640 -2.653 0.004
H -1.916353 -0.806309 -2.534667 -1.227 0.311 2.464
H 3.443515 -3.114412 1.227271 -1.908 -1.910 -0.574
H 3.101880 -4.012721 -0.349382 -0.971 -0.105 2.522
H 3.062247 -6.373723 0.899799 0.327 2.272 0.838
H 4.581555 -5.313858 0.882125 -2.383 0.066 1.253
H 3.679194 -6.578262 4.740962 -0.508 0.332 -1.685
H 2.165172 -6.197599 4.176481 1.194 -0.874 -1.143
C -2.051893 3.867017 -2.396207 -0.063 -0.078 -0.158
C -0.623394 4.371114 -2.283421 -0.089 0.020 0.008
O 0.349623 3.417664 -2.702005 -0.292 -0.100 -0.110
C 0.277846 2.987172 -4.059111 -0.001 0.119 0.077
C 0.462361 4.112358 -5.061331 -0.093 0.217 -0.032
H -2.168486 2.914276 -1.869445 0.011 0.152 0.024
H -2.748975 4.594858 -1.967759 0.116 -0.110 -0.041
H -2.339080 3.702060 -3.437975 -0.047 0.069 0.060
H -0.411563 4.588808 -1.231289 0.202 -0.181 -0.170
H -0.491682 5.312219 -2.827195 -0.076 -0.009 -0.013
H -0.659059 2.448738 -4.236976 -0.040 0.052 -0.046
H 1.084399 2.258981 -4.197056 -0.046 0.067 0.243
H -0.357570 4.834184 -5.012740 0.043 -0.076 -0.058
H 0.497159 3.714595 -6.080465 0.009 0.023 0.134
H 1.390886 4.657957 -4.863954 -0.073 -0.119 -0.025
C 4.317565 2.711011 -2.910704 0.299 0.057 0.098
C 3.248911 3.274216 -1.989715 -0.036 -0.345 -0.133
O 3.414900 2.891488 -0.626993 0.046 -0.083 0.182
C 4.622370 3.304077 0.008616 -0.174 0.000 0.000
C 4.792611 4.811568 0.063610 -0.016 0.183 -0.155
H 4.386990 1.623644 -2.803008 -0.075 0.103 -0.035
H 4.086328 2.948296 -3.954481 0.001 -0.024 0.132
H 5.303230 3.125748 -2.683930 -0.007 -0.006 -0.121
H 2.275162 2.884604 -2.304771 0.372 0.161 0.454
H 3.188440 4.364180 -2.073610 0.040 0.023 -0.034
H 5.484418 2.825813 -0.468327 0.043 0.072 -0.051
H 4.581722 2.918210 1.032956 -0.178 -0.073 -0.196
H 4.908467 5.241031 -0.935299 0.059 -0.018 0.083
H 5.681521 5.074874 0.645479 -0.111 -0.053 -0.053
H 3.917937 5.283239 0.523249 0.114 -0.103 0.001
C -2.658913 7.499842 0.070246 -0.154 0.124 -0.001
C -1.232276 7.677310 -0.420317 -0.084 -0.036 -0.081
O -1.147167 8.076837 -1.785666 0.049 -0.083 -0.089
C -1.749850 9.323662 -2.123915 0.094 -0.034 -0.003
C -1.142558 10.507329 -1.392708 0.069 0.041 0.229
H -3.210948 6.817686 -0.584511 0.105 0.028 0.094
H -2.665614 7.095137 1.087799 0.018 0.042 -0.154
H -3.200359 8.449370 0.084435 0.026 -0.063 0.076
H -0.714818 6.715039 -0.346023 0.024 0.190 -0.223
H -0.679232 8.376439 0.215354 -0.064 0.040 0.032
H -2.832819 9.275851 -1.968254 0.001 0.042 0.075
H -1.597488 9.460529 -3.199960 0.055 -0.255 0.151
H -1.328011 10.454773 -0.316360 -0.038 0.064 -0.079
H -1.571798 11.444769 -1.760160 0.050 -0.131 0.023
H -0.057576 10.535999 -1.536888 -0.146 -0.002 -0.056
```
Positions in Å, forces in eV/Å.

Highest occupied orbital energy in eV: -7.67
Electronic energy in eV: -109132.698
Max |F| in eV/A: 8.49
SMILES: CCN[C@@]1(CN)OC(=O)[C@](CCCCl)(P(C)C)[C@]1(CCCCC(F)(F)C(F)(F)S(F)(F)(F)(F)F)CCC(N)=O.CCOCC.CCOCC.CCOCC
Total charge: 0

---

Record 2
Formula: C2H2N2O
Source: OMol25
Level of theory: the ωB97M-V functional and the def2-TZVPD basis

```
7
Properties=species:S:1:pos:R:3:forces:R:3
C 1.056471 0.096762 -0.046543 -1.184 1.223 0.592
N 0.001138 1.049828 -0.047492 -0.071 -2.229 0.203
C -1.006658 0.215772 -0.012225 -0.749 1.359 -0.191
O -0.711387 -1.073368 -0.048555 0.157 0.382 0.383
N 0.661879 -1.129839 -0.010201 1.028 -0.549 -0.386
H 2.081983 0.406656 0.085652 0.009 -0.240 -0.342
H -2.083427 0.434191 0.079361 0.810 0.054 -0.258
```
Positions in Å, forces in eV/Å.

Highest occupied orbital energy in eV: -11.21
Electronic energy in eV: -7132.507
Max |F| in eV/A: 2.24
Energy above the lowest of the compared OMol25 structures with the same formula, charge and spin in kJ/mol: 128.97
SMILES: c1ncon1
Total charge: 0

---

Record 3
Formula: C46H56IrN4O2PTe
Source: OMol25
Level of theory: the ωB97M-V functional and the def2-TZVPD basis

```
111
Properties=species:S:1:pos:R:3:forces:R:3
Ir 0.569332 0.438075 0.441967 -0.681 -0.265 0.146
C 2.142196 -0.571976 -1.997451 0.205 -0.153 0.121
C 2.067330 -1.715038 -1.012170 0.032 0.032 -0.070
N 0.759071 -1.667629 -0.304181 0.021 0.241 0.265
C -0.400477 -2.118933 -1.078704 0.040 -0.191 -0.046
C -1.769405 0.025412 -2.230103 0.255 0.299 -0.156
N -0.810140 1.044347 -2.150244 -0.709 0.006 -0.485
C 0.238982 1.399938 -3.101975 0.158 -0.074 0.190
C 1.554940 1.738836 -2.381456 -0.171 0.057 -0.099
N 1.905959 0.739621 -1.346474 -0.062 -0.185 0.216
H 3.104237 -0.589953 -2.518266 -0.037 0.031 0.036
H 1.374753 -0.697106 -2.755916 0.006 -0.036 0.009
H 2.221868 -2.677046 -1.508307 -0.066 0.043 -0.050
H 2.823152 -1.609475 -0.237804 0.002 -0.033 -0.023
H 0.852607 -2.198848 0.558415 -0.077 -0.138 -0.068
H -0.146795 -2.307121 -2.118250 0.108 0.044 0.067
H -0.831281 -3.021161 -0.639192 0.125 -0.042 -0.104
H -2.699616 0.426645 -1.812603 0.207 0.048 0.075
H -1.057092 -0.427193 -0.219139 0.141 0.512 -0.150
H -1.197057 1.865725 -1.703161 0.147 -0.062 0.176
H 0.367051 0.587923 -3.807925 0.039 0.002 0.062
H -0.053827 2.278431 -3.681882 0.012 -0.081 -0.041
H 2.354763 1.798141 -3.125800 -0.034 0.017 -0.003
H 1.493439 2.714597 -1.899309 -0.035 -0.028 -0.010
H 2.769300 1.048091 -0.903026 0.017 -0.003 -0.077
C -0.377957 -2.297545 -4.518377 0.026 0.019 -0.021
C -1.487794 -1.274296 -4.727239 -0.113 0.103 0.004
C -1.044975 -0.206385 -5.733606 0.013 -0.035 -0.010
C -2.267435 -0.724212 -3.488579 -0.068 -0.074 0.018
C -3.141085 -1.903072 -2.989807 0.132 -0.080 -0.160
O -3.586863 -1.821925 -1.594667 0.689 0.298 1.280
C -2.734820 -1.587455 -0.636087 -0.525 -0.148 -0.506
N -1.483427 -1.067868 -1.036899 -0.237 -0.302 0.069
C -3.083847 -1.785761 0.724213 0.006 0.084 -0.270
C -4.278692 -2.532379 0.894122 -0.269 -0.117 0.158
C -4.799850 -2.784214 2.139077 0.007 -0.030 -0.226
C -4.144599 -2.264670 3.244561 -0.079 -0.035 0.063
C -2.984342 -1.518516 3.099800 0.201 0.085 -0.299
C -2.386402 -1.262529 1.866766 -0.030 -0.033 0.248
P -0.893062 -0.111204 2.142598 0.414 0.349 -0.312
C 0.013368 -1.044753 3.407569 -0.115 0.011 0.041
C 0.904693 -0.328498 4.207211 -0.066 -0.016 -0.056
C 1.632557 -0.972203 5.191341 0.065 -0.060 0.009
C 1.503638 -2.344398 5.366033 0.024 0.024 -0.009
C 0.651897 -3.070568 4.547835 0.053 0.002 0.012
C -0.096781 -2.423884 3.575687 0.059 -0.005 -0.088
C -1.853566 1.205755 2.931127 0.037 0.039 -0.050
C -1.794483 1.487538 4.290107 0.022 -0.029 0.015
C -2.615787 2.469087 4.825974 -0.017 0.029 0.001
C -3.504437 3.153714 4.013915 -0.013 0.008 -0.058
C -3.576667 2.865644 2.654564 -0.003 0.048 0.099
C -2.748121 1.902242 2.114584 0.050 -0.084 0.001
H -0.138432 -2.749151 -5.480104 0.033 0.005 -0.026
H -0.645001 -3.126881 -3.862438 -0.055 -0.055 0.012
H 0.546715 -1.838939 -4.162079 0.007 0.009 0.021
H -2.297868 -1.810410 -5.237462 -0.003 -0.044 0.011
H -0.027819 0.141139 -5.560652 -0.022 0.010 -0.036
H -1.710240 0.655287 -5.748074 -0.036 0.053 0.002
H -1.049549 -0.635811 -6.733582 -0.007 -0.014 -0.031
H -2.943948 0.014300 -3.932404 0.016 -0.014 0.096
H -2.615704 -2.858617 -3.058788 -0.009 0.095 -0.068
H -4.083437 -1.979940 -3.527395 0.155 0.019 -0.078
H -4.782434 -2.917422 0.020337 -0.011 -0.011 -0.022
H -5.701902 -3.366492 2.251453 -0.044 -0.023 -0.016
H -4.538534 -2.434327 4.237255 -0.020 -0.010 0.047
H -2.536567 -1.114000 3.995667 0.024 0.003 0.019
H 1.007171 0.738971 4.070446 0.040 0.114 0.004
H 2.302505 -0.404680 5.822892 0.018 0.016 0.016
H 2.066162 -2.845303 6.140675 0.029 -0.027 0.030
H 0.557332 -4.139252 4.674823 -0.008 -0.052 0.015
H -0.776574 -3.007459 2.969038 -0.039 -0.030 -0.016
H -1.124466 0.945466 4.942311 0.022 0.006 0.017
H -2.560804 2.693097 5.881957 0.001 0.010 0.027
H -4.142311 3.916355 4.436694 -0.046 0.028 0.021
H -4.273806 3.397883 2.023211 -0.027 0.024 -0.023
H -2.805067 1.687170 1.052651 0.035 0.006 -0.031
Te 0.452181 3.018060 0.656355 0.070 -0.039 -0.008
C 0.300794 3.754184 2.624947 -0.120 -0.029 0.043
C -0.607632 4.781148 2.863974 0.047 -0.149 -0.124
C -0.627770 5.410719 4.098257 0.017 0.015 0.155
C 0.243759 5.014008 5.101417 0.028 -0.045 -0.024
C 1.155047 3.991021 4.863281 -0.090 0.092 0.074
C 1.189854 3.372056 3.626055 -0.046 -0.045 -0.185
H -1.289608 5.104406 2.088496 -0.020 -0.010 -0.030
H -1.325961 6.217450 4.274922 -0.008 0.029 0.009
H 0.229055 5.513407 6.059300 0.000 0.017 0.045
H 1.854604 3.697367 5.634465 0.023 -0.006 0.042
H 1.940120 2.617375 3.427317 -0.139 0.000 0.023
C 7.623745 -0.915087 5.482808 0.095 -0.013 0.063
C 6.489597 -0.550378 4.587628 -0.124 0.009 -0.107
C 6.150710 0.782588 4.365946 -0.053 -0.093 -0.044
C 5.101502 1.136449 3.539600 -0.009 -0.177 -0.016
C 4.819425 2.599731 3.337322 -0.016 0.081 0.022
C 4.349239 0.102859 2.907891 0.074 0.025 0.081
C 3.235882 0.506578 2.121110 -0.088 0.143 -0.023
O 2.461096 -0.238885 1.479978 0.141 -0.034 -0.003
C 4.694743 -1.263852 3.113807 0.107 0.106 0.064
C 3.984235 -2.399574 2.441149 -0.084 -0.082 0.072
C 5.748894 -1.553802 3.951375 -0.025 0.106 0.009
H 8.208967 -0.044437 5.766588 0.019 0.006 0.016
H 8.279299 -1.637400 4.996747 0.018 -0.016 0.009
H 7.245840 -1.384486 6.392904 0.001 -0.018 0.022
H 6.730726 1.559560 4.844565 0.037 0.031 0.020
H 5.581671 3.191630 3.837443 0.001 0.018 -0.003
H 3.855041 2.895903 3.755010 0.129 0.012 -0.008
H 4.828995 2.879448 2.284060 -0.007 0.027 -0.026
H 3.026955 1.583062 2.085496 0.066 -0.088 -0.056
H 2.902507 -2.318378 2.546430 -0.014 -0.022 0.028
H 4.310319 -3.345280 2.869358 0.013 -0.012 -0.020
H 4.221524 -2.418884 1.375952 -0.020 0.005 -0.053
H 6.022175 -2.587700 4.116345 0.022 -0.054 0.007
```
Positions in Å, forces in eV/Å.

Highest occupied orbital energy (spin up / spin down) in eV: -14.31 / -14.23
Electronic energy in eV: -78062.050
Max |F| in eV/A: 1.48
Energy above the lowest of the compared OMol25 structures with the same formula, charge and spin in kJ/mol: 400.73
Multiplicity: 2
Total charge: +3